Record 1
Here is the molecule C4H7NO in a non-equilibrium geometry from the Open Molecules 2025 dataset. Energies are from ωB97M-V/def2-TZVPD.

Calculated values
HOMO = -10.463 eV
Molar mass = 85.1 g mol⁻¹
E_LUMO = 0.032 Ha
Spin multiplicity = 1
Frontier orbital gap = 11.35 eV
Relative energy (zero: lowest compared OMol25 entry of this formula, charge and spin) = 2.901 eV
Net charge = 0

Element x y z (Å)
1 C -0.0790 -1.0044 -1.0871
2 C -0.2556 0.3785 -0.4638
3 C -0.7127 0.2898 1.0226
4 N 0.5191 0.2019 1.7718
5 C 1.6099 0.5585 1.4815
6 O 0.9068 1.1802 -0.5833
7 H 0.2354 -0.8984 -2.1291
8 H 0.6939 -1.5654 -0.5517
9 H -1.0077 -1.5910 -1.0646
10 H -1.0695 0.9031 -0.9920
11 H -1.2271 1.2014 1.3438
12 H -1.3579 -0.5710 1.2341
13 H 1.7443 0.9168 0.0177


Record 2
Here is the molecule C2H2N6 in a non-equilibrium geometry from the Open Molecules 2025 dataset. Energies are from ωB97M-V/def2-TZVPD.

Calculated values
SMILES = [H]/N=c1/ncnnnn1
HOMO = -9.358 eV
Molar mass = 110.1 g mol⁻¹
E_LUMO = -0.060 Ha
Spin multiplicity = 1
Frontier orbital gap = 7.72 eV
Relative energy (zero: lowest compared OMol25 entry of this formula, charge and spin) = 3.347 eV
Net charge = 0

Element x y z (Å)
1 H -2.4416 -0.6271 0.5758
2 N -2.1873 0.3647 0.5600
3 C -1.0591 0.4834 -0.0117
4 N -0.0738 1.3540 -0.2462
5 C 1.1795 1.2051 -0.2149
6 N 1.8227 -0.0156 0.3861
7 N 1.1337 -1.0152 0.5523
8 N 0.1797 -1.4634 -0.4379
9 N -0.9025 -0.8723 -0.6061
10 H 1.9118 2.0301 -0.6737


Record 3
Here is a 2-piece molecular cluster, C7H6N5O2S overall in a non-equilibrium geometry from the Open Molecules 2025 dataset. Energies are from ωB97M-V/def2-TZVPD.

Calculated values
HOMO (alpha / beta) = -13.064 / -13.064 eV
Molar mass = 224.2 g mol⁻¹
E_LUMO (alpha / beta) = -0.226 / -0.225 Ha
Spin multiplicity = 1
Frontier orbital gap (alpha / beta) = 6.93 / 6.93 eV
Relative energy (zero: lowest compared OMol25 entry of this formula, charge and spin) = 4.583 eV
Net charge = +1

Element x y z (Å)
1 C -0.4275 0.4347 2.1335
2 C -1.7676 0.4121 1.7849
3 C -1.1482 0.4053 -0.5139
4 C 0.0897 0.2085 -0.0578
5 C 0.5985 0.1296 1.1979
6 C -2.1784 0.4209 0.4251
7 C 2.5863 -0.1376 -0.9005
8 N -0.0540 -1.8669 -2.9299
9 N 0.9999 -1.7397 -3.2964
10 N 1.8471 0.0331 1.6751
11 N 3.1630 -0.4550 -2.0091
12 N -3.5283 0.6572 0.0849
13 O -4.2818 1.1024 0.9627
14 O -3.8622 0.4563 -1.0615
15 S 3.2104 -0.1092 0.6009
16 H -0.2213 0.4617 3.1826
17 H -2.5918 0.5780 2.6098
18 H -1.5187 0.3139 -1.5354
19 H 2.0950 -0.2641 2.5356
20 H 4.1462 -0.6164 -1.9599
21 H 2.8436 -0.4248 -2.9286


Record 4
Here is a 2-piece molecular cluster, C5H11N overall from the Open Molecules 2025 dataset. Energies are from ωB97M-V/def2-TZVPD.

Calculated values
SMILES = CN1C=C1.CC
HOMO = -8.349 eV
Molar mass = 85.1 g mol⁻¹
E_LUMO = 0.042 Ha
Spin multiplicity = 1
Frontier orbital gap = 9.50 eV
Relative energy (zero: lowest compared OMol25 entry of this formula, charge and spin) = 4.015 eV
Net charge = 0

Element x y z (Å)
1 C -2.8228 -0.1166 -0.3871
2 N -1.5233 0.5106 -0.1152
3 C -0.8040 -0.1119 1.0343
4 C -1.3794 0.9995 1.2842
5 H -2.6864 -0.8908 -1.1503
6 H -3.5098 0.6385 -0.7843
7 H -3.2745 -0.5723 0.5075
8 H -0.1773 -0.9691 1.2151
9 H -1.6405 1.8675 1.8647
10 C 2.6483 -0.4823 0.1200
11 C 1.8040 0.1482 -0.9845
12 H 3.0077 0.2725 0.8280
13 H 2.0788 -1.2255 0.6917
14 H 3.5235 -0.9956 -0.2932
15 H 2.4048 0.8353 -1.5896
16 H 1.3973 -0.6172 -1.6548
17 H 0.9538 0.7093 -0.5866


Record 5
Here is the molecule C3H7N3 in a non-equilibrium geometry from the Open Molecules 2025 dataset. Energies are from ωB97M-V/def2-TZVPD.

Calculated values
SMILES = C=N/N=C\CN
HOMO = -9.315 eV
Molar mass = 85.1 g mol⁻¹
E_LUMO = 0.036 Ha
Spin multiplicity = 1
Frontier orbital gap = 10.31 eV
Relative energy (zero: lowest compared OMol25 entry of this formula, charge and spin) = 1.833 eV
Net charge = 0

Element x y z (Å)
1 C 0.3938 -1.7890 1.9469
2 N 0.4540 -1.5267 0.7045
3 N -0.7936 -1.2873 0.1364
4 C -0.8923 -0.1416 -0.4473
5 C 0.1622 0.9314 -0.4944
6 N -0.0493 1.7030 -1.7099
7 H 1.3120 -2.0411 2.4603
8 H -0.5406 -1.7550 2.5423
9 H -1.8677 0.1156 -0.9044
10 H -0.0076 1.6022 0.3868
11 H 1.1382 0.4556 -0.3374
12 H 0.1878 1.1930 -2.5508
13 H 0.5030 2.5397 -1.7330


Record 6
Here is a 3-piece molecular cluster, C26H48BFN2O12P2 overall in a non-equilibrium geometry from the Open Molecules 2025 dataset. Energies are from ωB97M-V/def2-TZVPD.

Calculated values
SMILES = CCCOCc1c(B(O)OC)ccc2nc(F)c(OC[C@H](C)CC(C)C)nc12.COP(=O)(OC)OC.COP(=O)(OC)OC
HOMO = -8.427 eV
Molar mass = 672.4 g mol⁻¹
E_LUMO = -0.010 Ha
Spin multiplicity = 1
Frontier orbital gap = 8.14 eV
Net charge = 0

Element x y z (Å)
1 C 0.7533 4.6746 2.2113
2 C 1.2556 3.1819 2.1411
3 C 0.6612 2.3705 0.9040
4 O -0.1183 1.2769 1.3653
5 C -0.2086 0.2481 0.3510
6 C -1.1556 -0.8435 0.9602
7 C -2.5763 -0.5360 1.0924
8 B -3.2761 0.8213 0.6191
9 O -2.6774 2.0978 0.5390
10 O -4.6469 0.7088 0.2049
11 C -4.5877 0.0682 -1.0968
12 C -3.4999 -1.5519 1.7194
13 C -2.9139 -2.8332 2.1639
14 C -1.4730 -3.1798 2.0020
15 N -1.0856 -4.4364 2.4526
16 C 0.2052 -4.5858 2.2021
17 F 0.7500 -5.7912 2.5829
18 C 1.1429 -3.6119 1.5845
19 O 2.4465 -4.0087 1.4113
20 C 3.3996 -2.9333 1.5689
21 C 4.0172 -2.4914 0.1640
22 C 5.5982 -2.4753 0.3429
23 C 3.5252 -1.0416 -0.2422
24 C 4.4086 -0.3796 -1.3849
25 C 3.8102 1.0007 -1.8929
26 C 4.6013 -1.3437 -2.6403
27 N 0.7427 -2.3971 1.1937
28 C -0.6165 -2.1679 1.3967
29 H 0.6247 5.1744 1.2185
30 H 1.5472 5.2658 2.7566
31 H -0.1810 4.8098 2.8228
32 H 2.3789 3.2189 2.1178
33 H 0.9448 2.6822 3.0953
34 H 1.5453 2.0745 0.2789
35 H 0.0493 3.1294 0.3257
36 H 0.8445 -0.1361 0.2389
37 H -0.5915 0.6461 -0.6295
38 H -2.2849 2.1509 -0.3547
39 H -5.0971 0.7181 -1.8607
40 H -3.5170 -0.0368 -1.4472
41 H -5.0238 -0.9649 -1.0862
42 H -4.5912 -1.3493 1.8492
43 H -3.5946 -3.5776 2.6527
44 H 3.0379 -2.0703 2.1772
45 H 4.2687 -3.3717 2.1407
46 H 3.7520 -3.2077 -0.6514
47 H 5.8094 -1.6883 1.1241
48 H 6.1471 -2.2884 -0.6079
49 H 5.9479 -3.4718 0.7376
50 H 3.6057 -0.3404 0.6403
51 H 2.4698 -1.0726 -0.6287
52 H 5.4446 -0.1476 -1.0085
53 H 3.2042 0.8603 -2.8224
54 H 4.6461 1.7325 -2.0940
55 H 3.1902 1.4398 -1.0610
56 H 3.7366 -2.0585 -2.6702
57 H 4.5593 -0.7608 -3.6023
58 H 5.5553 -1.9242 -2.6103
59 C -8.4487 -5.2365 0.7424
60 O -7.3194 -5.0099 1.5856
61 P -7.4684 -4.0221 2.8237
62 O -6.2491 -3.8065 3.6124
63 O -8.7200 -4.6221 3.6201
64 C -8.5759 -5.9215 4.1883
65 O -8.0823 -2.7084 2.1690
66 C -8.5337 -1.6748 3.0443
67 H -8.6591 -6.3063 0.7223
68 H -9.3380 -4.7112 1.0912
69 H -8.2094 -4.9001 -0.2655
70 H -7.5320 -6.2379 4.2260
71 H -9.1464 -6.6340 3.5901
72 H -8.9787 -5.9078 5.2007
73 H -8.7047 -2.0433 4.0569
74 H -9.4719 -1.2829 2.6528
75 H -7.7955 -0.8730 3.0712
76 C 6.8925 6.6341 -4.7454
77 O 6.6238 5.3848 -4.1084
78 P 5.1508 5.0872 -3.5876
79 O 4.9729 3.7972 -2.9172
80 O 4.2367 5.2963 -4.8845
81 C 4.4337 4.4039 -5.9781
82 O 4.8112 6.3679 -2.7080
83 C 3.4701 6.5218 -2.2441
84 H 7.2930 6.4383 -5.7406
85 H 5.9984 7.2501 -4.8426
86 H 7.6354 7.1752 -4.1611
87 H 5.0112 3.5240 -5.6888
88 H 4.9585 4.9325 -6.7756
89 H 3.4602 4.0828 -6.3479
90 H 2.7674 5.9166 -2.8190
91 H 3.1925 7.5704 -2.3470
92 H 3.4146 6.2393 -1.1925